--- 1 ---
This record from OMol25 describes C3H4ClFO in the gas phase. The level of theory is ωB97M-V/def2-TZVPD.

Values from the calculation:
E_HOMO = -10.33 eV
frontier orbital gap = 10.7023 eV
lowest unoccupied orbital energy = 0.0136 Eh
SMILES string = CC(=O)[C@@H](F)Cl
2S+1 = 1

Structure (XYZ):
```
10
C3H4ClFO (ωB97M-V/def2-TZVPD)
C -0.68 -1.64 0.83
C -0.43 -0.90 -0.40
C 0.70 0.08 -0.09
H -0.63 -2.75 0.76
H -1.72 -1.45 1.18
H -0.10 -1.21 1.52
H 1.55 -0.43 0.57
O -0.96 -0.95 -1.48
F 1.14 0.58 -1.28
Cl 0.05 1.35 1.02
```

Atom charges from the Löwdin analysis, given in e for atoms 1 to 4:
1. C -0.045
2. C -0.487
3. C -0.642
4. H 0.120


--- 2 ---
This record from OMol25 describes C3H4ClFO in the gas phase. The level of theory is ωB97M-V/def2-TZVPD.

Values from the calculation:
E_HOMO = -10.69 eV
frontier orbital gap = 10.7724 eV
lowest unoccupied orbital energy = 0.0029 Eh
SMILES string = C[C@@](F)(Cl)C=O
2S+1 = 1

Structure (XYZ):
```
10
C3H4ClFO (ωB97M-V/def2-TZVPD)
C 0.03 0.66 1.00
C 0.48 0.06 -0.34
C -0.62 -0.77 -0.93
H -0.55 -0.09 1.35
H -0.65 1.48 0.79
H 0.88 0.93 1.58
H -0.71 -0.95 -1.95
O -1.51 -1.22 -0.18
F 0.86 1.04 -1.23
Cl 1.80 -1.13 -0.10
```

Atom charges from the Löwdin analysis, given in e for atoms 1 to 4:
1. C -0.035
2. C -0.835
3. C -0.209
4. H 0.033


2 is favored, and the nearest alternative lies 0.0071 hartree above it.


--- 1 ---
This record from OMol25 describes 2 unconnected molecules or ions with the total composition C3H6Cl2O2. The level of theory is ωB97M-V/def2-TZVPD.

Values from the calculation:
E_HOMO = -8.21 eV
frontier orbital gap = 8.7815 eV
lowest unoccupied orbital energy = 0.0210 Eh
2S+1 = 1

Structure (XYZ):
```
13
C3H6Cl2O2 (ωB97M-V/def2-TZVPD)
C 0.99 -0.53 -1.16
C -1.24 -0.24 0.70
C 0.68 0.46 -0.06
O -1.84 0.87 1.13
O 1.31 0.48 1.17
Cl -2.00 -1.07 -0.70
Cl 0.31 2.07 -0.64
H 1.89 -0.12 -1.68
H 0.05 -0.78 -1.62
H 1.15 -1.54 -0.73
H -0.90 -0.88 1.49
H -1.77 1.75 0.62
H 1.38 -0.45 1.49
```

Atom charges from the Löwdin analysis, given in e for atoms 1 to 4:
1. C -0.140
2. C -0.660
3. C -0.828
4. O -0.118


--- 2 ---
This record from OMol25 describes a molecular structure, C3H6Cl2O2. The level of theory is ωB97M-V/def2-TZVPD.

Values from the calculation:
E_HOMO = -10.53 eV
frontier orbital gap = 10.1734 eV
lowest unoccupied orbital energy = -0.0131 Eh
2S+1 = 1

Structure (XYZ):
```
13
C3H6Cl2O2 (ωB97M-V/def2-TZVPD)
C 1.08 0.08 -0.84
C -1.03 0.46 0.49
C 0.48 -0.09 0.49
O -1.45 1.24 -0.46
O 0.57 -1.39 1.06
Cl -2.00 -1.61 0.12
Cl 1.35 1.07 1.59
H 1.48 1.10 -1.08
H 0.23 -0.30 -1.53
H 1.92 -0.70 -0.94
H -1.51 0.69 1.36
H -0.77 1.22 -1.19
H -0.33 -1.78 0.93
```

Atom charges from the Löwdin analysis, given in e for atoms 1 to 4:
1. C -0.120
2. C -0.328
3. C -0.908
4. O 0.054


2 is favored, and the nearest alternative lies 0.0459 hartree above it.


--- 1 ---
This record from OMol25 describes 2 unconnected molecules or ions with the total composition C4H13N2OS. The level of theory is ωB97M-V/def2-TZVPD.

Values from the calculation:
E_HOMO = -2.73 eV
frontier orbital gap = 6.5030 eV
lowest unoccupied orbital energy = 0.1388 Eh
net charge = -1
2S+1 = 1

Structure (XYZ):
```
21
C4H13N2OS (ωB97M-V/def2-TZVPD)
C -0.07 -1.40 -1.18
N -0.21 -0.12 -0.56
C 0.82 0.17 0.50
C 2.28 0.73 -0.06
S 2.48 0.49 -1.90
C 0.29 1.06 1.61
N -1.09 0.70 1.91
H -0.05 -1.29 -2.27
H 0.80 -2.01 -0.92
H -0.98 -1.99 -0.87
H -0.13 0.58 -1.39
H 1.08 -0.80 0.94
H 2.88 0.11 0.50
H 2.17 2.00 0.03
H 0.05 2.12 1.07
H 0.96 1.22 2.47
H -1.22 -0.35 2.00
H -1.60 0.88 1.04
H -2.60 -0.74 -1.73
H -2.67 -0.65 -0.18
O -3.19 -0.72 -1.01
```

Atom charges from the Löwdin analysis, given in e for atoms 1 to 4:
1. C -0.240
2. N -0.168
3. C -0.430
4. C -0.641


--- 2 ---
This record from OMol25 describes 2 unconnected molecules or ions with the total composition C4H13N2OS. The level of theory is ωB97M-V/def2-TZVPD.

Values from the calculation:
E_HOMO = -3.07 eV
frontier orbital gap = 7.0147 eV
lowest unoccupied orbital energy = 0.1448 Eh
net charge = -1
2S+1 = 1

Structure (XYZ):
```
21
C4H13N2OS (ωB97M-V/def2-TZVPD)
C 0.51 -1.95 2.29
C 0.12 -0.70 1.46
S -0.70 -1.19 -0.10
N 1.15 -1.58 3.60
H -0.38 -2.57 2.52
H 1.17 -2.60 1.63
H -0.56 -0.06 2.03
H 1.04 -0.12 1.23
H 0.60 -0.04 -1.27
H 1.17 -2.30 4.33
H 2.09 -1.31 3.39
C -0.70 2.77 -0.88
N -1.05 1.81 -1.95
C 0.09 1.29 -2.64
O 1.06 0.62 -1.89
H -0.11 2.20 -0.19
H -1.58 3.22 -0.38
H -0.18 3.60 -1.33
H -1.69 1.07 -1.59
H 0.61 2.19 -3.07
H -0.33 0.73 -3.47
```

Atom charges from the Löwdin analysis, given in e for atoms 1 to 4:
1. C -0.390
2. C -0.719
3. S 0.282
4. N -0.048


2 is favored, and the nearest alternative lies 0.0598 hartree above it.


--- 1 ---
This record from OMol25 describes a molecular structure, ClNO7Rb2. The level of theory is ωB97M-V/def2-TZVPD.

Values from the calculation:
E_HOMO = -4.06 eV
frontier orbital gap = 0.7682 eV
lowest unoccupied orbital energy = -0.1211 Eh
2S+1 = 1

Structure (XYZ):
```
11
ClNO7Rb2 (ωB97M-V/def2-TZVPD)
Rb -12.12 -2.23 14.14
Rb -8.78 -9.81 12.37
Cl -7.44 -6.59 17.58
O -6.25 -6.01 16.81
O -7.69 -8.00 17.39
O -7.35 -6.25 18.87
O -8.48 -6.04 16.88
N -6.94 -7.85 25.64
O -6.43 -8.35 24.62
O -6.21 -6.98 26.17
O -8.03 -8.13 26.01
```

Atom charges from the Löwdin analysis, given in e for atoms 1 to 4:
1. Rb 0.991
2. Rb 0.983
3. Cl 0.550
4. O -0.442


--- 2 ---
This record from OMol25 describes a molecular structure, ClNO7Rb2. The level of theory is ωB97M-V/def2-TZVPD.

Values from the calculation:
E_HOMO = -8.42 eV
frontier orbital gap = 7.9846 eV
lowest unoccupied orbital energy = -0.0160 Eh
2S+1 = 1

Structure (XYZ):
```
11
ClNO7Rb2 (ωB97M-V/def2-TZVPD)
Rb 2.62 1.07 0.08
Rb -1.99 -0.13 1.79
Cl 0.68 -1.21 0.22
O 0.96 -0.69 -1.11
O 0.72 -2.73 0.23
O 1.63 -0.58 1.13
O -0.73 -0.74 0.36
N -0.95 1.18 -0.65
O -1.96 0.89 -0.03
O -1.03 1.25 -1.88
O 0.05 1.69 -0.16
```

Atom charges from the Löwdin analysis, given in e for atoms 1 to 4:
1. Rb 1.269
2. Rb 1.373
3. Cl 0.746
4. O -0.420


2 is favored, and the nearest alternative lies 0.0789 hartree above it.